# 1
Here is a structure of composition C34H36Cl5FeN6OSbSe at a distorted geometry from OMol25. Energies are from wB97M-V/def2-TZVPD.

Geometry as XYZ:
```
85
Properties=species:S:1:pos:R:3:forces:R:3
Fe 0.1416 0.4554 -0.4141 -2.0 -1.1 -0.4
C -0.1413 0.9845 -4.6836 -0.1 -0.2 0.2
C -0.4628 0.9788 -3.2246 0.9 -1.4 -0.4
N -0.1218 0.0352 -2.4091 -0.7 1.3 0.5
N 0.2872 -1.1651 -2.7329 0.6 -1.1 -1.4
C 0.3427 -1.9228 -1.6469 -0.5 0.8 -0.5
O 0.0479 -1.4452 -0.5021 0.0 -1.3 0.5
C 0.7227 -3.3211 -1.8510 0.2 -0.4 0.0
C 0.5847 -4.2629 -0.8373 -0.1 0.2 0.0
C 0.9642 -5.5740 -1.0502 0.0 -0.1 0.0
C 1.5037 -5.9492 -2.2700 0.0 -0.1 0.0
C 1.6424 -5.0161 -3.2864 0.1 -0.1 0.0
C 1.2536 -3.7070 -3.0820 -0.1 0.0 0.1
C -1.2751 1.9488 -2.5503 -0.7 0.7 0.7
C -1.8367 3.0697 -3.1694 0.2 -0.4 0.0
C -2.7245 3.8584 -2.4707 0.0 -0.1 0.4
C -3.0104 3.5270 -1.1489 -0.1 0.1 -0.3
C -2.3962 2.4150 -0.6059 -0.1 -0.2 -0.1
N -1.5546 1.6298 -1.2624 -1.0 0.8 -0.4
H 0.5888 0.2000 -4.8794 -0.1 0.1 0.0
H -1.0321 0.7944 -5.2809 -0.1 0.0 -0.2
H 0.2802 1.9458 -4.9767 0.0 0.1 0.0
H 0.1634 -3.9562 0.1051 0.0 0.0 0.1
H 0.8388 -6.3039 -0.2642 0.0 -0.1 0.1
H 1.8084 -6.9728 -2.4355 0.0 -0.1 0.0
H 2.0598 -5.3095 -4.2396 0.0 0.0 0.0
H 1.3526 -2.9692 -3.8614 0.0 0.1 -0.1
H -1.5896 3.2804 -4.1958 0.0 0.1 -0.2
H -3.1985 4.7057 -2.9438 0.0 0.1 0.0
H -3.7127 4.0994 -0.5654 -0.1 0.1 0.1
H -2.6129 2.1140 0.4105 0.0 0.1 0.1
Cl 1.9288 0.0453 1.1287 1.1 0.0 1.1
C 2.7474 -0.8090 -0.0984 0.5 -0.2 -0.8
C 2.7276 -0.2002 -1.3749 0.6 -0.3 0.5
C 3.2981 -0.9696 -2.4207 0.0 -0.1 0.3
Cl 3.2322 -0.3374 -4.0024 -0.1 -0.2 -0.6
C 3.8928 -2.1959 -2.1886 0.0 0.1 0.3
Cl 4.6728 -3.0221 -3.4663 0.1 -0.1 -0.2
C 3.8806 -2.7645 -0.9128 -0.1 0.1 0.1
Cl 4.5522 -4.3193 -0.6424 0.1 -0.1 0.0
C 3.2777 -2.0647 0.1273 0.2 -0.2 -0.2
Cl 3.1918 -2.7608 1.6906 0.0 -0.1 0.2
C -4.1980 1.2126 2.3690 0.2 -0.1 0.1
C -3.3873 -0.0751 2.2866 0.6 0.1 -0.2
C -4.0040 -1.0125 1.2595 0.2 0.0 0.1
Sb -1.1792 0.1294 1.8605 -1.5 0.0 2.3
C -0.8497 1.8640 3.2335 -0.1 -0.5 -0.4
C -1.4039 1.6804 4.6375 -0.1 0.0 -0.2
C 0.6227 2.2425 3.2743 -0.1 0.0 -0.1
C -0.7051 -1.5139 3.3184 0.0 0.4 -0.4
C 0.5807 -1.3491 4.1124 -0.1 0.2 0.0
C -0.6714 -2.8335 2.5672 -0.1 0.1 -0.1
H -5.1545 0.9958 2.8485 -0.1 0.1 0.0
H -4.4156 1.6101 1.3791 0.0 0.1 -0.1
H -3.7002 1.9851 2.9525 0.0 0.1 0.0
H -3.4066 -0.5567 3.2687 0.1 0.0 0.0
H -3.9708 -0.5665 0.2646 0.0 0.0 -0.1
H -5.0457 -1.2099 1.5180 -0.1 -0.1 -0.1
H -3.4700 -1.9614 1.2266 -0.1 -0.1 -0.1
H -1.3975 2.6797 2.7503 -0.1 0.0 -0.1
H -0.8275 0.9531 5.2015 0.0 -0.1 0.1
H -2.4405 1.3556 4.6246 -0.1 -0.1 0.1
H -1.3557 2.6290 5.1739 0.0 0.1 0.1
H 1.2174 1.4582 3.7355 0.1 -0.1 0.1
H 0.7631 3.1556 3.8547 0.1 0.1 0.1
H 1.0139 2.4236 2.2755 0.1 0.0 0.1
H -1.5537 -1.5052 4.0113 0.0 0.1 -0.1
H 1.4495 -1.3629 3.4601 0.1 0.0 0.0
H 0.6846 -2.1819 4.8104 0.0 -0.1 0.1
H 0.5906 -0.4317 4.6948 0.1 0.0 0.0
H 0.1754 -2.8345 1.8837 0.0 -0.1 -0.1
H -1.5869 -2.9878 1.9970 0.0 -0.2 -0.1
H -0.5518 -3.6667 3.2619 0.0 -0.1 0.1
Se 4.6593 2.0444 -2.6454 0.5 0.1 -0.1
N 3.7706 3.3255 -1.9518 0.8 0.4 -0.2
C 2.6373 3.3342 -1.2855 -1.0 0.2 0.6
C 2.1272 4.5537 -0.8101 0.2 -0.3 -0.2
C 0.9545 4.5837 -0.0846 -0.3 -0.2 0.1
C 0.2971 3.3953 0.1559 -0.1 0.4 0.0
N 0.7355 2.2250 -0.3194 0.6 1.0 -0.1
C 1.8640 2.1259 -1.0160 1.2 0.9 -0.6
N 2.2150 0.9985 -1.6313 0.1 0.2 -0.2
H 2.6828 5.4493 -1.0346 0.1 0.1 0.0
H 0.5428 5.5112 0.2797 0.0 0.1 0.1
H -0.6237 3.3591 0.7162 0.0 0.1 0.1
```
Forces are in eV/Å.

## Properties
Lowest unoccupied orbital energy (alpha / beta): -0.4075 / -0.9876 eV
Gap between HOMO and LUMO (alpha / beta): 6.46 / 6.17 eV
Multiplicity: 5

# 2
Here is a cluster of 2 separate species, C6H11FSi in total at a distorted geometry from OMol25. Energies are from wB97M-V/def2-TZVPD.

Geometry as XYZ:
```
19
Properties=species:S:1:pos:R:3:forces:R:3
C 2.6126 -1.3763 -0.8112 -0.7 -0.3 1.7
C 1.7363 -1.5718 0.0247 -0.3 -0.5 -1.9
C -1.8176 1.7122 -2.0074 2.2 0.4 0.9
C -0.3479 1.7018 0.8660 2.6 -1.2 -1.1
C 0.6145 -1.8208 0.7585 1.2 0.3 2.6
C -1.9027 -0.6840 0.0374 -0.9 -1.0 -1.7
F 0.3133 0.0580 -1.4604 1.0 -0.5 -1.0
Si -0.8768 0.6162 -0.6142 -0.7 3.8 0.1
H 3.5059 -1.1368 -1.2853 0.8 0.2 -0.7
H -1.2236 2.5805 -2.5484 -1.3 -1.7 1.5
H -2.1443 1.0425 -2.7428 0.3 -1.4 -1.7
H -2.8038 1.9323 -1.6748 -0.7 1.4 0.8
H 0.7621 1.9441 1.0133 -1.5 -0.4 -0.5
H -0.8679 2.5977 0.7548 -0.9 1.7 0.1
H -0.6502 1.1994 1.7486 -0.4 -0.4 1.0
H -0.3571 -2.2285 0.6114 0.0 -0.5 -1.0
H 0.8479 -1.7137 1.8320 -0.5 0.1 -0.3
H -2.3103 -1.2625 -0.8177 0.0 -0.1 0.7
H -2.2544 -1.0025 0.9905 -0.1 0.1 0.6
```
Forces are in eV/Å.

## Properties
Lowest unoccupied orbital energy (alpha / beta): -0.7792 / -0.6236 eV
Gap between HOMO and LUMO (alpha / beta): 7.45 / 8.52 eV

# 3
Here is an isolated molecule of C4H5NO from OMol25. Energies are from wB97M-V/def2-TZVPD.

Geometry as XYZ:
```
11
Properties=species:S:1:pos:R:3:forces:R:3
C -1.4063 0.5354 -0.4200 0.1 -0.1 0.1
C -0.9941 -0.6647 -0.0209 -0.1 0.2 -0.1
O 1.9420 0.2521 -1.3512 -0.1 0.1 0.5
C 1.7153 0.5735 -0.2093 0.0 0.0 -0.3
N 1.3120 -0.3034 0.7966 -0.3 -0.2 -0.1
C 0.1861 -0.8884 0.8419 0.2 0.1 0.1
H -0.8775 1.4422 -0.1376 0.0 -0.1 0.0
H -2.2973 0.6600 -1.0264 0.1 -0.1 0.1
H -1.5639 -1.5564 -0.2745 0.1 0.1 0.0
H 1.9212 1.5916 0.1760 0.0 -0.1 -0.1
H 0.0625 -1.6420 1.6254 0.0 0.1 -0.1
```
Forces are in eV/Å.

## Properties
SMILES string: C=C/C=N\C=O
Lowest unoccupied orbital energy: 0.1415 eV
Gap between HOMO and LUMO: 10.02 eV

# 4
Here is an isolated molecule of C13H15PS at a distorted geometry from OMol25. Energies are from wB97M-V/def2-TZVPD.

Geometry as XYZ:
```
30
Properties=species:S:1:pos:R:3:forces:R:3
C 4.4957 -0.9622 -0.0886 -0.4 2.0 0.2
C 3.4151 -1.7258 0.2157 -0.9 -1.6 0.4
C 4.3235 0.3904 -0.3895 -0.5 -0.4 -0.1
C 2.1497 -1.2287 -0.0365 -1.3 -0.2 1.9
C 3.0012 0.9188 -0.5059 3.4 -0.1 -0.5
C 1.9292 0.0980 -0.3461 0.2 0.3 -0.3
C -1.2060 -0.3222 1.7476 -0.2 0.3 -2.7
C -0.0327 0.3660 1.5798 -3.2 -0.7 0.2
C -3.1705 1.0410 -0.9329 -1.3 0.8 -0.2
C -3.3085 0.5343 0.4951 -0.1 -3.1 -1.7
C -2.4735 -0.0682 -1.7388 0.2 -0.2 0.2
C -2.3056 -0.6940 0.6618 2.3 3.2 -1.0
C -1.6631 -0.8256 -0.7346 -3.1 -0.7 2.1
P 0.3013 0.8673 -0.1558 1.0 0.0 0.8
S 0.4257 2.7970 -0.3999 -0.2 0.7 0.1
H 5.4602 -1.2667 0.1686 1.4 -0.7 0.1
H 3.5845 -2.6613 0.7893 -0.4 0.5 -0.8
H 5.2870 0.9235 -0.3805 -1.0 0.5 -0.4
H 1.2560 -1.6261 0.4539 0.4 -1.0 -0.5
H 2.8912 1.9607 -0.6764 -0.2 0.7 -0.1
H -1.6556 -0.6326 2.6311 0.2 -0.1 2.3
H 0.4023 0.7725 2.5061 0.5 -0.2 -0.8
H -4.1775 1.5339 -1.2088 1.3 -1.4 -0.4
H -2.5340 1.8974 -0.9824 0.7 0.6 0.4
H -3.0949 1.2930 1.1205 0.6 2.5 2.5
H -4.3082 0.1418 0.7076 0.0 0.3 -0.1
H -3.2246 -0.6931 -2.2127 0.0 -0.4 -0.4
H -1.7623 0.3090 -2.4641 -0.3 0.3 -0.7
H -2.9713 -1.4564 0.9709 0.1 -1.5 0.5
H -1.0345 -1.6817 -0.7947 0.6 -0.4 -1.0
```
Forces are in eV/Å.

## Properties
Lowest unoccupied orbital energy (alpha / beta): 0.8873 / -2.2131 eV
Gap between HOMO and LUMO (alpha / beta): 7.25 / 6.79 eV
Multiplicity: 3